(1)
The following is a quantum chemistry calculation of C15H32InN7O6P as an isolated structure, from OMol25.

Last column: Löwdin charge in e.
Geometry (Å):
1 O -1.939 5.536 -1.041  -0.121
2 H -1.566 6.376 -1.346  0.084
3 In -0.283 0.708 -1.088  0.704
4 N -1.544 -0.938 -1.670  -0.259
5 N -2.001 1.223 -0.120  -0.252
6 N 1.501 -0.192 -1.889  -0.073
7 N 1.101 2.125 -0.635  -0.049
8 O -1.160 -1.945 -2.425  -0.171
9 O 1.624 -1.494 -2.461  0.008
10 O 0.762 3.326 0.030  0.030
11 O -1.921 2.225 0.704  -0.140
12 C -3.000 0.283 -0.217  -0.258
13 C -2.755 -0.881 -0.992  -0.252
14 C 2.599 0.495 -1.540  -0.228
15 C 2.373 1.755 -0.810  -0.216
16 C -3.631 -2.041 -1.176  -0.005
17 H -3.124 -2.948 -0.854  0.094
18 H -3.872 -2.114 -2.235  0.105
19 H -4.531 -1.880 -0.598  0.077
20 C -4.180 0.619 0.596  -0.007
21 H -4.537 1.594 0.278  0.102
22 H -3.898 0.662 1.645  0.093
23 H -4.924 -0.138 0.423  0.072
24 C 3.953 -0.002 -1.862  0.024
25 C 3.466 2.605 -0.300  0.027
26 H 3.910 -0.690 -2.696  0.100
27 H 4.371 -0.485 -0.981  0.107
28 H 4.544 0.877 -2.114  0.103
29 H 3.122 3.229 0.515  0.100
30 H 3.807 3.211 -1.134  0.120
31 H 4.261 1.939 0.021  0.099
32 H 0.665 -1.818 -2.567  0.093
33 H -0.236 3.394 -0.017  0.098
34 C -1.738 4.602 -2.109  -0.156
35 H -2.361 3.719 -1.911  0.075
36 H -0.675 4.301 -2.151  0.064
37 H -2.038 5.067 -3.080  0.098
38 O -0.557 0.972 -3.455  -0.046
39 H 0.375 0.657 -3.314  0.044
40 H -1.157 0.197 -3.247  0.063
41 C 1.185 -1.790 3.779  -0.158
42 N -0.229 -1.698 3.346  -0.146
43 C -0.604 -2.949 2.649  -0.154
44 N 0.314 -3.328 1.553  -0.150
45 C 1.711 -3.356 2.031  -0.158
46 N 2.116 -2.081 2.665  -0.139
47 C 2.152 -0.987 1.686  -0.297
48 P 0.494 -0.686 0.957  1.040
49 C -0.473 -0.523 2.513  -0.282
50 C 0.162 -2.451 0.407  -0.278
51 H 1.253 -2.612 4.511  0.136
52 H 1.484 -0.840 4.250  0.133
53 H -1.629 -2.856 2.251  0.136
54 H -0.569 -3.762 3.388  0.134
55 H 2.383 -3.564 1.179  0.134
56 H 1.788 -4.169 2.773  0.136
57 H 2.474 -0.048 2.167  0.103
58 H 2.839 -1.235 0.857  0.089
59 H -1.540 -0.412 2.266  0.092
60 H -0.146 0.412 2.999  0.111
61 H 0.881 -2.684 -0.397  0.093
62 H -0.852 -2.515 -0.007  0.075

The calculation puts the HOMO energy (spin up / spin down) at -10.414 / -10.438 eV. Its total charge is +1. The HOMO-LUMO gap (spin up / spin down) comes out at 5.30 / 5.32 eV.


(2)
The following is a quantum chemistry calculation of a 5-piece molecular cluster, C15H32N2O5 overall, from OMol25.

Last column: Löwdin charge in e.
Geometry (Å):
1 C -0.153 13.995 -0.255  -0.351
2 O -0.385 12.836 0.041  0.006
3 N 0.921 14.675 0.181  -0.190
4 C 1.013 16.104 0.001  -0.084
5 C 1.865 14.134 1.187  -0.009
6 H -0.781 14.608 -0.920  0.136
7 H 0.870 16.422 -1.037  0.085
8 H 1.939 16.547 0.363  0.072
9 H 0.256 16.706 0.530  0.088
10 H 1.651 14.693 2.098  0.071
11 H 1.511 13.113 1.326  0.083
12 H 2.890 14.239 0.857  0.091
13 C 8.015 24.334 1.503  -0.357
14 O 7.818 25.266 0.758  0.021
15 N 9.177 23.654 1.598  -0.196
16 C 9.360 22.732 2.700  -0.058
17 C 10.366 24.039 0.855  -0.042
18 H 7.269 23.944 2.210  0.129
19 H 10.226 22.097 2.515  0.079
20 H 8.545 22.004 2.775  0.074
21 H 9.429 23.241 3.663  0.096
22 H 10.632 23.151 0.264  0.089
23 H 10.167 24.814 0.123  0.084
24 H 11.213 24.284 1.491  0.090
25 C 4.146 19.400 1.099  -0.020
26 C 4.089 20.224 2.368  -0.487
27 O 3.280 19.991 3.230  0.077
28 C 5.269 21.151 2.555  -0.024
29 H 5.105 18.890 1.017  0.080
30 H 3.945 19.969 0.188  0.087
31 H 3.369 18.633 1.094  0.067
32 H 5.147 21.698 3.488  0.086
33 H 5.312 21.838 1.706  0.085
34 H 6.192 20.572 2.562  0.067
35 C 10.960 18.887 1.508  -0.027
36 C 10.356 18.914 2.886  -0.513
37 O 10.943 19.341 3.848  0.070
38 C 8.956 18.318 2.997  -0.022
39 H 11.560 19.762 1.259  0.080
40 H 10.134 18.859 0.793  0.074
41 H 11.583 18.011 1.324  0.090
42 H 9.124 17.238 2.957  0.093
43 H 8.210 18.667 2.295  0.064
44 H 8.660 18.526 4.028  0.084
45 C 1.026 17.829 4.848  -0.019
46 C 1.543 16.422 4.741  -0.495
47 O 2.576 16.165 4.165  0.050
48 C 0.618 15.272 5.152  -0.024
49 H 1.722 18.591 4.492  0.055
50 H 0.739 18.108 5.861  0.085
51 H 0.223 17.886 4.107  0.092
52 H -0.403 15.208 4.795  0.079
53 H 0.708 15.173 6.238  0.084
54 H 1.165 14.397 4.789  0.074

The calculation puts the HOMO energy at -9.265 eV. As for the structure (SMILES): CN(C)C=O.CN(C)C=O.CC(C)=O.CC(C)=O.CC(C)=O. The HOMO-LUMO gap comes out at 9.51 eV.


(3)
The following is a quantum chemistry calculation of C15H32N3O2PSiV as an isolated structure, from OMol25.

Last column: Löwdin charge in e.
Geometry (Å):
1 V -0.102 0.056 -0.111  0.468
2 Si -2.224 -0.127 -1.361  0.478
3 P -0.371 2.116 -1.362  0.709
4 N -0.410 0.699 1.489  -0.099
5 H 1.741 -2.045 -1.350  0.120
6 C 1.244 2.910 -1.093  -0.264
7 H 1.288 3.860 -1.644  0.045
8 H 2.046 2.241 -1.436  0.035
9 H 1.391 3.104 -0.022  0.052
10 C -0.467 2.164 -3.193  -0.245
11 H -0.364 3.210 -3.514  0.050
12 H -1.422 1.764 -3.553  0.027
13 H 0.351 1.569 -3.624  0.037
14 C -1.531 3.405 -0.760  -0.244
15 H -1.482 4.289 -1.412  0.048
16 H -1.248 3.692 0.262  0.051
17 H -2.556 3.017 -0.741  0.027
18 C -1.954 -1.333 -2.804  -0.327
19 H -1.292 -2.157 -2.497  0.012
20 H -1.522 -0.825 -3.678  0.003
21 H -2.928 -1.760 -3.091  0.014
22 H -3.152 -0.826 -0.414  -0.080
23 H -3.045 0.962 -1.950  -0.072
24 C -1.134 1.164 2.498  -0.408
25 C -1.260 2.160 4.730  -0.117
26 C -0.503 1.642 3.695  -0.048
27 C -2.564 1.211 2.426  -0.041
28 C -3.300 1.743 3.473  -0.108
29 C -2.659 2.210 4.631  -0.115
30 H -0.762 2.523 5.629  0.096
31 H 0.585 1.575 3.738  0.099
32 H -3.048 0.811 1.527  0.079
33 H -4.386 1.783 3.393  0.098
34 H -3.248 2.602 5.459  0.091
35 C 2.171 -1.077 -1.670  -0.540
36 O 1.582 -0.060 -0.878  -0.391
37 C 3.662 -1.104 -1.354  -0.053
38 H 4.235 -1.455 -2.215  0.072
39 H 3.842 -1.786 -0.518  0.068
40 H 4.018 -0.110 -1.062  0.080
41 C 1.828 -0.920 -3.141  -0.053
42 H 2.186 0.037 -3.538  0.079
43 H 0.744 -0.991 -3.303  0.053
44 H 2.291 -1.732 -3.714  0.083
45 C -1.241 -4.561 1.278  -0.053
46 N -0.094 -3.825 1.770  0.021
47 C 0.302 -2.630 1.287  -0.534
48 N 1.394 -2.070 1.882  0.190
49 O -0.298 -2.040 0.333  -0.106
50 H -1.812 -3.932 0.592  0.090
51 H -1.874 -4.860 2.118  0.086
52 H -0.918 -5.468 0.756  0.085
53 H 0.402 -4.183 2.581  0.145
54 H 1.777 -1.208 1.509  0.097
55 H 1.863 -2.547 2.637  0.108

The calculation puts the HOMO energy (spin up / spin down) at -6.949 / -6.934 eV. As for the spin multiplicity: 2. The HOMO-LUMO gap (spin up / spin down) comes out at 7.27 / 7.26 eV.


(4)
The following is a quantum chemistry calculation of a 3-piece molecular cluster, C15H33ClO3Si overall, from OMol25.

Last column: Löwdin charge in e.
Geometry (Å):
1 C 5.131 3.171 1.268  -0.196
2 C 4.606 1.752 1.508  -0.373
3 Si 2.984 1.583 2.439  0.263
4 Cl 2.222 3.469 2.856  0.321
5 C 1.771 0.560 1.473  -0.327
6 C 0.346 0.355 2.026  -0.242
7 C -0.735 1.232 1.380  -0.186
8 C -0.996 2.584 2.043  -0.253
9 O -2.335 3.026 1.865  -0.193
10 C -2.616 3.385 0.527  -0.114
11 H 5.422 3.653 2.202  0.064
12 H 6.003 3.160 0.611  0.064
13 H 4.372 3.807 0.808  0.050
14 H 4.470 1.234 0.553  0.067
15 H 5.356 1.173 2.059  0.065
16 H 3.197 0.961 3.766  -0.020
17 H 2.281 -0.411 1.397  0.069
18 H 1.725 0.920 0.439  0.080
19 H 0.066 -0.688 1.859  0.090
20 H 0.331 0.495 3.114  0.101
21 H -0.481 1.368 0.324  0.108
22 H -1.684 0.692 1.385  0.107
23 H -0.846 2.518 3.123  0.116
24 H -0.312 3.358 1.669  0.082
25 H -1.944 4.186 0.187  0.090
26 H -3.640 3.759 0.505  0.087
27 H -2.534 2.533 -0.156  0.067
28 C 0.319 -3.872 -1.475  -0.163
29 C 1.342 -3.581 -2.572  -0.163
30 C 1.738 -2.146 -2.246  -0.204
31 O 1.630 -2.016 -0.828  -0.155
32 C 0.930 -3.139 -0.288  -0.202
33 H 0.174 -4.934 -1.283  0.114
34 H -0.647 -3.436 -1.736  0.092
35 H 2.203 -4.245 -2.471  0.114
36 H 0.943 -3.688 -3.580  0.112
37 H 1.062 -1.431 -2.728  0.111
38 H 2.760 -1.904 -2.540  0.117
39 H 1.636 -3.781 0.249  0.119
40 H 0.186 -2.774 0.424  0.109
41 C -4.626 -1.179 -1.623  -0.164
42 C -3.357 -1.906 -2.066  -0.171
43 C -2.333 -0.778 -2.024  -0.196
44 O -2.750 0.097 -0.979  -0.163
45 C -4.076 -0.234 -0.562  -0.200
46 H -5.394 -1.845 -1.233  0.112
47 H -5.049 -0.614 -2.455  0.115
48 H -3.097 -2.684 -1.345  0.109
49 H -3.437 -2.364 -3.051  0.113
50 H -2.310 -0.229 -2.972  0.122
51 H -1.319 -1.119 -1.800  0.100
52 H -4.036 -0.721 0.418  0.120
53 H -4.648 0.690 -0.462  0.118

The calculation puts the HOMO energy at -9.213 eV. As for the structure (SMILES): CC[Si@@H](Cl)CCCCOC.C1CCOC1.C1CCOC1. The HOMO-LUMO gap comes out at 9.95 eV.


Across the entries above, max |F| takes the values 0.078; 0.042; 0.073; 0.002 Eh/bohr, respectively.